Molecular formula: CH3InO
Method: DFT, the ωB97M-V functional and the def2-TZVPD basis

Properties
Total charge: +2
ΔE to the lowest compared entry with this formula, charge and spin, kJ/mol: 112.3

```
6
Properties=species:S:1:pos:R:3:forces:R:3:mulliken_charge:R:1
In 19.02153 -15.32355 -28.21298 0.8 1.1 -0.9 1.477
C 18.14855 -17.86518 -26.95401 0.4 -0.6 -2.1 -0.323
O 17.83099 -16.52288 -27.31294 -1.2 -1.2 1.6 -0.081
H 17.62235 -18.20855 -26.06334 -0.3 0.9 1.2 0.308
H 17.76505 -18.56576 -27.69577 0.3 0.2 -0.4 0.322
H 19.22538 -17.95715 -26.81229 0.0 -0.4 0.7 0.296
```
Positions in Å, forces in eV/Å.

=====

Molecular formula: C31H22N3OPPt
Method: DFT, the ωB97M-V functional and the def2-TZVPD basis

Properties
ΔE to the lowest compared entry with this formula, charge and spin, kJ/mol: 274.6

```
59
Properties=species:S:1:pos:R:3:forces:R:3:mulliken_charge:R:1
Pt 0.39811 -0.30123 0.41659 1.1 1.1 -0.1 0.348
O -1.58681 -1.71874 -0.60078 -0.5 -0.1 -0.2 -0.651
C -0.39437 -1.62342 -0.68424 0.3 -0.4 -0.3 -0.297
C 0.42874 -2.48302 -1.63819 -0.6 0.3 0.3 0.515
C -0.18392 -3.56190 -2.25858 0.1 -0.2 -0.1 -0.631
C 0.53622 -4.29704 -3.18962 0.0 0.1 0.1 -0.579
C 1.84717 -3.94194 -3.49701 0.0 0.0 0.0 -0.686
C 2.45498 -2.86546 -2.86449 0.0 -0.1 0.0 -0.434
C 1.73967 -2.14574 -1.91593 0.2 0.2 -0.3 0.409
P 2.31640 -0.73126 -0.95535 0.3 -1.3 1.8 1.018
C 3.94809 -0.27618 -1.66373 -0.4 0.7 -0.7 0.009
C 5.14686 -0.89485 -1.30715 0.0 0.0 -0.2 -0.103
C 6.32387 -0.55517 -1.96184 -0.1 0.0 0.0 -0.714
C 6.32390 0.40190 -2.96848 0.0 0.0 0.0 -0.448
C 5.13992 1.02736 -3.32665 -0.1 0.0 0.1 -0.715
C 3.96180 0.68865 -2.67399 0.0 0.0 0.0 -0.242
C 3.01626 -1.56215 0.56048 0.1 0.0 -0.3 0.243
C 3.71075 -0.76177 1.46523 0.0 0.1 0.2 -0.210
C 4.26250 -1.30553 2.61322 0.0 0.0 0.0 -0.710
C 4.13034 -2.66561 2.87324 0.0 0.0 0.0 -0.575
C 3.43964 -3.46606 1.97747 0.0 0.1 0.0 -0.764
C 2.88788 -2.91537 0.82463 0.0 -0.2 0.0 -0.145
H -1.21063 -3.80163 -2.01633 0.0 0.0 0.0 0.501
H 0.06918 -5.13644 -3.68810 0.0 0.0 0.0 0.406
H 2.39867 -4.50766 -4.23696 0.0 0.0 0.0 0.414
H 3.47675 -2.59892 -3.10768 0.0 0.0 0.0 0.444
H 5.17141 -1.64333 -0.53085 0.0 0.0 0.0 0.433
H 7.24771 -1.04320 -1.67841 0.0 0.0 0.0 0.411
H 7.24752 0.65746 -3.47271 0.0 0.0 0.0 0.385
H 5.13169 1.77974 -4.10469 0.0 0.0 0.0 0.401
H 3.03916 1.18468 -2.95459 0.0 0.0 0.0 0.424
H 3.82193 0.30196 1.28041 0.0 0.0 0.0 0.372
H 4.79361 -0.66767 3.30867 0.0 0.0 0.0 0.426
H 4.56275 -3.09567 3.76754 0.0 0.0 0.0 0.400
H 3.32559 -4.52573 2.16909 0.0 0.0 0.0 0.397
H 2.35254 -3.55563 0.13364 0.0 0.0 0.0 0.313
N -1.98008 1.66313 -0.93725 0.1 -0.2 0.1 0.047
C -2.48244 2.84643 -1.34129 0.0 -0.1 0.0 -0.251
C -1.51022 3.78741 -1.10374 0.1 0.0 0.1 -0.651
C -0.44262 3.05654 -0.54083 0.0 0.1 0.0 -0.496
N -0.74098 1.77207 -0.44433 -0.2 0.4 -0.3 -0.158
H -2.41117 0.75127 -0.93266 0.0 0.0 0.0 0.185
H -3.47404 2.92049 -1.75556 0.0 0.0 0.0 0.445
H -1.56444 4.84410 -1.30052 0.0 0.0 0.0 0.366
H 0.51920 3.40246 -0.19464 0.0 0.0 0.0 0.479
N -1.70896 1.21956 10.17882 0.0 0.0 0.0 -0.509
C -1.46720 1.03109 9.07130 0.1 -0.1 -0.6 -0.010
C -1.15636 0.79061 7.66942 -0.2 0.1 0.7 0.602
C -1.74783 1.57198 6.68250 0.0 0.0 -0.1 -0.509
C -1.44963 1.33429 5.35296 0.0 0.1 0.0 -0.537
C -0.56008 0.31918 4.99035 0.1 -0.1 -0.3 0.298
C 0.02378 -0.45650 5.99495 0.0 -0.1 0.1 -0.599
C -0.27052 -0.22477 7.32695 0.1 -0.1 -0.1 -0.478
C -0.25244 0.07658 3.60588 0.0 0.1 0.2 2.376
C 0.01285 -0.10130 2.43155 -0.3 -0.4 -0.2 -2.793
H -2.43605 2.35888 6.95981 0.0 0.0 0.0 0.433
H -1.90163 1.93325 4.57414 0.0 0.0 0.0 0.461
H 0.70930 -1.24498 5.71235 0.0 0.0 0.0 0.500
H 0.18351 -0.82559 8.10319 0.0 0.0 0.0 0.432
```
Positions in Å, forces in eV/Å.

=====

Molecular formula: C15H30Cl2FIN4O6P
Method: DFT, the ωB97M-V functional and the def2-TZVPD basis

Properties
Total charge: +1

```
60
Properties=species:S:1:pos:R:3:forces:R:3:mulliken_charge:R:1
C 0.19283 3.07043 -1.77172 0.3 -0.1 -0.2 -1.119
C 0.90384 1.71224 -1.63648 -0.6 0.5 -0.3 0.127
Cl 2.58519 1.86750 -2.26065 0.0 -0.3 0.2 -0.192
C 0.18184 0.62779 -2.44653 0.5 0.3 0.6 -0.430
Cl -1.41396 0.43805 -1.66851 -0.1 0.0 -0.2 -0.109
N 0.94638 -0.60150 -2.36628 -0.1 -0.2 0.0 -0.028
C 0.51465 -1.77112 -2.83069 -0.1 -0.3 -0.2 0.304
N -0.64536 -1.98696 -3.46109 -0.4 0.4 -0.4 -0.528
C -0.70061 -3.27755 -3.76312 0.4 0.8 0.4 0.706
C -1.78371 -4.03424 -4.47648 0.6 -0.3 -0.1 -0.815
O -2.50074 -4.81305 -3.54964 -0.3 0.1 0.2 -0.162
O -2.04284 -6.15651 -3.68567 0.3 -0.4 -0.5 -0.360
N 0.40993 -3.82784 -3.29656 -0.5 -1.2 -0.5 0.324
F 0.70093 -5.12726 -3.37750 0.4 0.1 0.2 -0.232
N 1.22680 -2.92001 -2.71487 0.1 0.7 0.3 0.096
C 2.52836 -3.09411 -2.05802 0.4 0.1 -0.3 -0.216
C 3.36278 -4.28410 -2.55570 0.3 -0.3 0.8 -0.649
C 4.85564 -3.91541 -2.69312 -0.4 0.1 0.1 -1.074
I 5.42899 -3.92453 -4.74932 0.1 0.1 0.2 0.080
H -0.30399 3.35289 -0.84716 -0.1 -0.1 0.0 0.026
H -0.51528 3.06425 -2.60080 -0.1 0.0 0.1 0.405
H 0.94186 3.82340 -2.00401 -0.1 0.1 0.1 0.442
H 0.91581 1.41337 -0.58865 0.4 -0.1 0.0 0.456
H 0.08122 0.95824 -3.47882 -0.4 -0.2 0.0 0.425
H 1.85607 -0.55033 -1.93433 0.0 0.1 0.0 0.212
H -1.30521 -4.66654 -5.22803 -0.2 -0.1 0.0 0.376
H -2.44302 -3.34851 -5.00363 -0.1 0.1 0.3 0.330
H -1.90779 -6.47361 -2.78069 -0.2 0.4 0.2 0.333
H 3.09400 -2.18794 -2.29108 -0.2 0.1 -0.2 0.318
H 2.38904 -3.07963 -0.97559 -0.1 -0.3 0.0 0.274
H 2.99494 -4.70667 -3.48433 -0.1 0.2 0.0 0.423
H 3.28923 -5.06787 -1.79859 -0.1 -0.1 -0.2 0.326
H 5.48756 -4.59105 -2.12557 0.1 -0.2 -0.3 0.428
H 5.05259 -2.92010 -2.29794 0.1 0.0 -0.2 0.457
O -0.09424 2.75992 2.23688 -0.4 -2.8 -0.7 -0.726
P -1.27209 2.62019 3.12359 -0.6 5.2 2.8 1.177
O -2.42979 3.59892 2.58448 0.1 -0.8 0.0 -0.386
C -3.00924 3.32839 1.30794 -0.2 0.0 -0.3 0.433
C -4.01092 2.19016 1.34016 0.1 -0.2 0.1 -1.094
O -0.84204 3.43144 4.46189 0.0 -0.5 -0.1 -0.396
C 0.52539 3.74095 4.74413 0.2 0.3 0.0 -0.289
C 0.84528 5.17031 4.36317 -0.1 0.1 0.0 -1.232
O -2.23161 1.61259 3.93617 1.0 -1.5 -1.9 -0.303
C -1.69822 0.35675 4.42525 0.0 -0.2 0.3 -0.296
C -0.81139 0.53813 5.64134 0.2 0.2 -0.1 -0.993
H -2.21362 3.11260 0.58703 0.0 0.0 0.0 -0.352
H -3.50082 4.24765 0.99311 0.1 0.1 0.1 0.353
H -3.51208 1.24090 1.54889 0.0 0.0 0.0 0.213
H -4.51356 2.10845 0.37531 0.0 0.0 0.0 0.416
H -4.76269 2.33798 2.11423 0.0 0.1 0.0 0.307
H 1.19574 3.04152 4.24378 -0.1 0.0 -0.1 0.344
H 0.66264 3.60552 5.81880 -0.1 0.0 0.0 0.383
H 0.58026 5.36965 3.32491 0.1 -0.1 0.0 0.280
H 1.90745 5.37769 4.49996 0.0 0.0 0.0 0.366
H 0.27313 5.86378 4.98017 0.0 0.0 0.0 0.315
H -1.15944 -0.15120 3.62160 0.0 0.0 0.0 0.279
H -2.56013 -0.25656 4.68094 -0.1 0.1 -0.1 0.342
H 0.15042 0.97561 5.36918 0.0 0.0 0.0 0.222
H -0.61566 -0.42515 6.11288 -0.1 0.0 0.0 0.414
H -1.28071 1.20212 6.36538 -0.1 -0.1 0.0 0.274
```
Positions in Å, forces in eV/Å.

=====

In order of appearance, DFT total energy = -8280.9276 -51554.2156 -79428.5745 eV.